[1]
{
  "formula": "C39H54N2O3SSeZr",
  "method": "ωB97M-V with the def2-TZVPD basis set",
  "symbols": ["H", "Se", "H", "H", "C", "H", "H", "H", "C", "H", "C", "H", "Zr", "C", "H", "C", "S", "H", "H", "H", "C", "H", "H", "H", "N", "C", "H", "H", "C", "N", "H", "C", "H", "H", "C", "C", "C", "H", "H", "C", "C", "H", "C", "H", "C", "H", "H", "C", "C", "C", "C", "C", "H", "H", "C", "H", "H", "H", "H", "C", "O", "C", "C", "H", "H", "C", "C", "H", "C", "H", "C", "H", "C", "H", "H", "H", "H", "C", "C", "C", "H", "H", "C", "H", "H", "H", "H", "H", "C", "C", "O", "H", "C", "H", "O", "H", "H", "C", "H", "C", "H"],
  "coordinates": [[3.6540, -5.1815, -5.9932], [2.4077, -0.7224, 1.1326], [3.5740, -2.7174, -5.7821], [0.1923, 5.3765, 0.7590], [-0.1128, 3.2604, -1.9241], [-0.7697, -0.8544, -4.2368], [-3.9835, 1.3078, 2.2038], [-2.0527, -1.7349, 0.2434], [-0.2952, 4.6954, 0.0625], [1.9496, 5.8448, -0.9614], [3.2871, 3.6893, 4.4582], [0.7687, -0.8923, 8.4907], [0.3824, -0.2713, -0.4822], [-2.0437, -1.8483, -1.8685], [-0.8126, 3.9284, 0.6456], [-2.5789, 1.7985, 4.3570], [-0.3134, -3.3941, 1.4044], [-2.3263, 1.5950, 5.3967], [3.3389, 0.0867, 5.9850], [2.7132, -1.1395, 4.0491], [1.2033, -0.5630, 2.6686], [3.4730, 2.6291, 4.6372], [3.9440, 6.0261, 1.9940], [2.2233, 4.9954, 1.0094], [0.1627, -3.5992, -1.2062], [3.5632, 5.6427, 2.9426], [-0.7559, 2.5358, -1.4083], [-1.0816, -0.0325, 5.6391], [0.3333, -0.6849, 7.5138], [-1.4385, -1.9758, -0.5263], [-0.4894, -1.3861, 7.3599], [1.9193, 1.8425, -0.0858], [-3.0847, -0.7779, 5.0798], [2.2129, 3.8686, 4.5402], [2.4846, -5.5314, -4.2301], [1.6904, -0.8037, 3.9324], [3.1708, 1.9448, 2.0102], [-0.7721, 3.9556, -2.4446], [-0.0637, 0.3318, 7.5410], [3.1011, 3.3345, 1.9962], [2.5875, 1.2300, 0.9919], [1.3237, -5.6201, -2.4588], [3.0687, -3.3413, -5.0581], [2.8248, -2.4161, 5.8577], [1.7864, -4.9639, -3.1860], [0.5084, 2.7610, -2.6639], [1.2161, -3.0056, 6.3038], [-0.9613, 0.0803, 3.5207], [-0.1099, -0.1185, 2.4309], [-1.7304, -0.4264, -3.9465], [0.8647, -0.6101, 5.0368], [3.8056, 4.1381, 3.0821], [2.3419, -1.6857, -3.9117], [2.3426, -2.4549, 7.5499], [1.9850, -2.2666, 6.5375], [-2.5264, -1.0128, -4.4054], [-3.1001, -2.1091, -1.8164], [3.7896, 4.2562, 5.2424], [0.8262, 5.6927, -2.3069], [1.6886, 3.2268, -0.0263], [-0.4679, 0.0714, 1.1239], [5.3165, 3.8757, 2.9814], [1.4962, 5.1343, -1.6518], [-3.0245, 0.0546, 1.4270], [-3.6130, 2.1442, 4.3319], [0.7171, 4.0472, -0.9014], [2.3812, -2.7620, -4.0118], [0.2478, -4.6038, -1.1685], [-0.5583, -2.9886, -0.1469], [2.9417, 0.0333, 7.7035], [-0.4306, -0.1790, 4.7895], [-1.7920, 0.5851, -4.3438], [-2.4268, 0.5505, 3.4724], [-1.0378, 5.2654, -0.4985], [2.2897, 4.6937, -2.2568], [5.6932, 4.1804, 2.0034], [5.8446, 4.4492, 3.7438], [1.7194, -3.5671, -3.0724], [3.1171, -4.7259, -5.1722], [-2.9701, 0.9233, 2.0870], [-2.7480, 0.1885, -2.1495], [2.5029, 5.8889, 3.0308], [-3.3074, -0.5800, 4.0314], [-1.5695, -2.5625, -2.5377], [-3.1585, -1.5079, 3.4737], [5.5557, 2.8205, 3.1249], [-2.3703, 1.6970, 1.6085], [2.1307, 1.2000, 6.6526], [0.9785, -2.8987, -2.0266], [1.4126, -0.8434, 6.4405], [1.0345, -1.6432, -1.8529], [-1.9381, 2.6074, 4.0004], [2.5251, 0.1834, 6.7067], [3.6696, 1.4151, 2.8120], [1.5485, 1.0299, -1.1265], [2.5477, -6.6079, -4.3102], [-0.9854, 0.0623, -2.0059], [2.3405, 3.9215, 0.9945], [4.0901, 6.1642, 3.7410], [-1.8902, -0.4218, -2.4299], [-4.3590, -0.2979, 3.9598]],
  "atomic_forces_ev_per_a": [[0.01, 0.00, 0.01], [0.47, 0.36, 1.17], [-0.01, -0.01, -0.01], [-0.09, 0.00, 0.00], [0.28, -0.11, 0.19], [-0.03, -0.05, -0.02], [0.01, -0.03, 0.00], [0.04, 0.08, 0.13], [0.06, 0.05, -0.02], [0.04, 0.01, -0.03], [0.01, 0.02, -0.10], [-0.01, 0.00, 0.01], [-0.69, -0.71, -1.05], [0.01, 0.12, -0.19], [-0.03, 0.04, 0.00], [0.05, -0.01, 0.00], [-0.04, 0.04, -0.31], [-0.01, 0.05, -0.01], [0.01, 0.02, 0.01], [0.00, 0.00, 0.05], [0.02, -0.07, -0.29], [0.01, 0.00, 0.04], [-0.03, 0.02, 0.00], [0.01, -0.05, 0.02], [0.20, 0.27, -0.27], [0.00, -0.10, -0.03], [-0.04, -0.12, -0.07], [0.01, -0.01, -0.05], [0.05, 0.01, -0.09], [0.11, -0.20, -0.46], [-0.01, 0.01, 0.03], [0.58, 1.07, 0.84], [-0.02, -0.04, -0.01], [0.00, -0.01, 0.03], [0.03, -0.14, 0.00], [0.15, -0.07, -0.20], [-0.01, -0.23, 0.09], [0.00, -0.03, 0.03], [-0.02, -0.01, 0.02], [0.00, 0.07, -0.01], [-0.11, -0.14, -0.53], [-0.01, -0.03, -0.04], [0.06, -0.04, -0.07], [0.01, -0.02, 0.00], [-0.05, 0.09, 0.06], [-0.01, -0.11, -0.04], [0.02, -0.02, 0.02], [-0.07, 0.16, -0.44], [-0.08, -0.04, 0.97], [0.04, 0.17, 0.07], [-0.13, 0.05, 0.07], [0.08, 0.03, 0.11], [0.01, -0.01, -0.01], [0.01, 0.00, 0.00], [-0.06, 0.07, -0.05], [-0.01, -0.01, 0.01], [0.01, -0.06, 0.03], [0.00, -0.02, 0.02], [0.01, 0.00, 0.01], [-0.17, -0.32, -0.33], [-0.65, 0.43, 2.14], [-0.06, 0.01, -0.03], [0.03, -0.02, 0.03], [0.00, -0.02, -0.06], [0.00, 0.00, 0.00], [-0.01, 0.07, 0.03], [-0.07, 0.04, 0.13], [0.00, -0.04, 0.06], [-0.24, -0.32, 0.50], [0.01, -0.01, -0.01], [0.20, -0.09, 0.10], [0.03, -0.02, -0.03], [-0.10, -0.03, 0.00], [0.02, -0.01, 0.00], [-0.01, 0.03, -0.05], [0.03, -0.01, 0.01], [0.01, -0.02, 0.01], [0.22, 0.09, -0.19], [-0.04, 0.10, 0.06], [0.21, -0.08, 0.03], [0.16, 0.14, 0.22], [0.01, 0.04, -0.01], [0.03, 0.05, 0.00], [0.03, -0.01, 0.02], [-0.02, 0.00, -0.01], [0.01, 0.01, 0.01], [0.01, 0.03, -0.04], [0.03, 0.01, -0.01], [-0.30, -0.57, 0.12], [0.04, -0.04, 0.11], [0.17, -1.03, -0.72], [-0.01, 0.01, 0.01], [-0.06, -0.04, -0.01], [0.00, 0.04, 0.03], [0.52, 1.39, -0.99], [-0.02, 0.01, -0.01], [-0.57, 0.34, -0.63], [0.00, -0.02, 0.08], [0.00, 0.01, 0.00], [-0.22, -0.50, -0.24], [0.00, -0.02, 0.02]],
  "homo_energy_ev": -13.4,
  "relative_energy_ev": 0.751,
  "total_charge": 2,
  "orbital_gap_ev": 6.4
}

[2]
{
  "formula": "C39H54N3O2S3TeW",
  "method": "ωB97M-V with the def2-TZVPD basis set",
  "symbols": ["C", "H", "C", "S", "H", "H", "C", "H", "H", "H", "C", "H", "C", "C", "H", "C", "H", "C", "H", "H", "H", "H", "H", "C", "H", "C", "H", "C", "H", "C", "H", "H", "H", "H", "H", "C", "O", "H", "N", "C", "C", "H", "H", "H", "H", "C", "C", "S", "H", "H", "C", "C", "C", "C", "H", "H", "H", "H", "H", "C", "H", "W", "O", "H", "C", "N", "C", "C", "C", "H", "H", "S", "H", "H", "C", "C", "C", "H", "H", "C", "C", "C", "H", "N", "C", "H", "C", "H", "H", "C", "H", "C", "H", "H", "H", "H", "H", "H", "Te", "C", "C", "H", "C"],
  "coordinates": [[3.4084, 4.9145, -0.0679], [0.0543, -1.5617, -6.1583], [3.6202, -1.3328, -0.0750], [-0.4153, -2.2508, 4.5862], [-1.6215, 1.4870, 2.2332], [0.1589, 3.9774, -2.9165], [1.7939, 3.8286, -1.5143], [-5.5523, 5.8265, -1.9801], [1.7323, 3.0218, 5.5300], [4.9216, -1.3699, -1.8035], [1.0052, 2.6913, 4.8003], [1.3101, -3.0243, 6.0095], [4.7051, -1.1966, 0.9823], [-3.9963, 2.8501, -2.2416], [4.5876, -2.9608, -1.1065], [-2.3471, -3.5070, -4.5836], [-0.2871, 5.3627, -0.3488], [-4.1303, 4.2160, -2.0257], [-5.0041, 5.3721, -3.5886], [-1.9595, 3.6310, 3.4471], [-2.0818, 0.1049, -1.5522], [-2.6530, -2.9169, 5.0274], [3.3441, -2.1322, -2.0601], [-5.2802, 4.9790, -2.6071], [4.2908, -0.7429, 1.8842], [-1.4051, -4.1293, -3.5655], [0.4104, -4.3640, 5.3712], [1.3014, 3.1721, -0.3825], [2.7331, -4.3234, 4.5237], [-2.0772, 4.2008, -0.7172], [1.0223, -3.3313, -4.7568], [2.0745, 0.8910, 4.2977], [3.3257, 4.4103, 2.0206], [-3.3055, -3.8170, 2.8012], [-1.6519, -5.7684, 1.7325], [-1.9189, 2.8259, -1.0296], [1.5352, -0.8934, 2.6601], [-0.9052, -5.0072, -3.9836], [-0.3615, -3.1476, -3.1966], [2.9029, 4.2474, 1.0381], [0.4194, -2.5431, -4.2981], [-4.7624, 2.3245, -2.8011], [-2.9182, -2.7085, -4.1010], [-1.6857, 5.8130, 0.6174], [1.2152, 2.5887, -3.1890], [-2.9216, 0.6406, -1.9926], [0.2655, -5.3209, 2.6370], [-1.4112, -3.3903, 1.4759], [-2.8505, -2.1213, 2.7676], [2.5471, 0.4480, 0.5080], [-2.9210, 2.1313, -1.7469], [-2.4667, -3.1299, 2.9291], [-0.8119, -5.0878, 1.5903], [-1.5709, -2.9464, -5.7735], [-0.2715, 4.3900, 5.0826], [3.7346, 0.7256, -0.7696], [3.2607, 5.2330, -2.1803], [1.0952, -1.8060, -3.8675], [-2.9296, 0.4344, -3.0642], [2.9929, 0.0195, -0.3923], [0.6508, -6.3364, 2.5528], [0.8337, -2.1296, 1.1153], [2.6152, -2.2067, 0.4685], [-1.9253, -4.4282, -2.6570], [4.1526, -1.9892, -1.3397], [0.1962, -2.6757, -0.8566], [-0.8829, 1.8477, 2.9388], [0.2588, 1.0822, 3.1792], [1.8437, 3.3682, 0.8814], [-0.7797, 4.3544, 1.0080], [-3.8292, 0.2092, -1.5690], [1.6547, -4.1685, 2.4194], [1.7542, 4.2038, -3.6278], [-2.2563, -2.4858, -6.4841], [-0.5298, -1.9279, -5.3133], [-3.1727, 4.8598, -1.2400], [0.8723, -3.4181, 5.0914], [-1.0259, -1.0640, -4.8602], [2.5510, -2.6639, 3.9529], [-1.8888, -3.2680, 4.3326], [1.1979, 3.6387, -2.8826], [-1.1514, 4.9673, 0.1875], [-3.0603, -4.2654, -4.9077], [-0.2484, -0.5281, 1.3759], [-1.0712, 3.0377, 3.6219], [2.2258, -0.1055, -1.1650], [-0.0600, -2.9141, -1.9630], [4.2342, 5.6043, 0.0457], [-1.6980, -4.3075, 4.5939], [1.1970, 1.4987, 4.1203], [-0.1299, -5.1996, 3.6388], [2.8591, 4.7046, -1.3243], [5.5224, -0.5705, 0.6207], [-1.0719, -3.7635, -6.3037], [-6.1543, 4.3439, -2.7404], [-3.3038, 5.9113, -1.0116], [5.1080, -2.1788, 1.2295], [-0.4099, -5.2790, 0.5927], [-0.2138, 1.7345, -0.6302], [0.5012, -0.1340, 2.3879], [2.0241, -3.6044, 4.1123], [1.4403, 2.8571, 1.7462], [-0.1233, 3.4613, 4.5471]],
  "atomic_forces_ev_per_a": [[0.00, 0.01, 0.00], [0.00, 0.00, 0.00], [-0.05, -0.11, -0.12], [-0.03, 0.07, 0.07], [-0.01, 0.00, 0.01], [0.01, 0.00, 0.01], [-0.02, 0.01, 0.02], [0.00, 0.00, 0.00], [0.00, 0.00, 0.00], [0.00, 0.00, 0.02], [0.01, -0.01, 0.01], [0.01, 0.00, 0.00], [0.01, 0.05, 0.01], [-0.03, 0.00, 0.01], [-0.02, -0.01, -0.01], [0.01, -0.01, -0.01], [0.00, -0.01, -0.01], [0.02, 0.02, 0.02], [0.00, 0.00, 0.00], [0.00, -0.01, 0.00], [0.00, -0.01, 0.02], [-0.01, -0.03, 0.00], [0.00, -0.01, 0.00], [0.00, 0.01, 0.00], [0.01, -0.02, 0.00], [-0.03, 0.04, -0.01], [0.00, 0.01, 0.00], [-0.01, 0.06, -0.10], [0.01, 0.01, 0.01], [0.05, -0.09, 0.03], [-0.01, -0.01, 0.00], [0.00, 0.00, 0.00], [0.00, 0.00, -0.01], [-0.04, 0.04, 0.01], [-0.02, 0.03, 0.06], [-0.12, 0.22, -0.03], [-0.17, 0.11, 0.20], [0.00, 0.00, 0.00], [0.03, -0.01, 0.03], [0.00, 0.00, 0.01], [0.02, -0.03, -0.01], [0.01, 0.00, 0.00], [0.00, 0.00, 0.00], [0.00, 0.01, -0.01], [0.00, 0.00, 0.01], [0.00, 0.05, -0.04], [-0.02, 0.04, 0.06], [-0.26, -0.01, -0.09], [0.06, 0.02, -0.01], [-0.01, 0.03, 0.03], [0.06, -0.04, 0.03], [0.00, -0.12, -0.01], [0.05, -0.03, -0.05], [0.00, 0.01, 0.01], [0.00, -0.01, 0.00], [0.02, -0.03, 0.02], [0.00, 0.00, 0.01], [0.01, 0.01, 0.01], [0.02, -0.02, 0.00], [0.00, -0.04, -0.09], [0.04, 0.01, -0.03], [0.01, -0.71, -0.35], [0.22, 0.35, 0.00], [0.00, 0.00, 0.00], [0.04, 0.00, 0.00], [0.16, -0.03, 0.30], [-0.01, -0.03, 0.01], [0.02, 0.01, -0.02], [0.01, -0.02, 0.02], [-0.01, 0.01, 0.00], [-0.01, 0.00, -0.01], [-0.06, -0.14, 0.07], [0.00, 0.00, 0.00], [0.00, 0.00, 0.00], [0.00, -0.01, 0.00], [-0.06, -0.01, -0.02], [-0.01, -0.03, -0.02], [-0.01, 0.00, -0.01], [-0.01, 0.01, -0.02], [-0.01, 0.01, -0.02], [0.00, 0.00, -0.02], [0.01, 0.00, 0.00], [0.00, 0.00, 0.00], [-0.11, 0.29, 0.02], [0.00, 0.01, 0.01], [-0.02, 0.02, 0.04], [-0.08, 0.01, -0.19], [0.00, -0.01, 0.00], [0.06, 0.02, -0.02], [0.02, 0.01, -0.01], [0.00, -0.02, -0.02], [0.00, 0.01, -0.01], [-0.01, 0.00, -0.01], [0.00, 0.00, 0.00], [0.00, 0.00, 0.00], [0.00, -0.01, 0.00], [0.00, 0.01, 0.02], [-0.03, -0.05, 0.00], [0.11, -0.05, 0.01], [0.11, 0.25, 0.16], [0.10, -0.05, 0.01], [-0.01, -0.02, 0.00], [-0.01, 0.01, 0.00]],
  "homo_energy_ev": [-11.8, -13.3],
  "relative_energy_ev": 0.147,
  "spin_multiplicity": 4,
  "total_charge": 2,
  "orbital_gap_ev": [6.8, 6.0]
}